1.
C45H65FeN4O11PS2Si | the ωB97M-V functional and the def2-TZVPD basis

## Properties
ΔE to the lowest compared entry with this formula, charge and spin (kcal/mol): 37.10
Total charge: -2
⟨S²⟩: 6.071
HOMO level (spin up / spin down) (eV): -0.8247 / -2.1703
Lowest unoccupied orbital energy (spin up / spin down) (eV): 3.7 / 3.7
2S+1: 5

Element x y z (Å)
Fe: -0.939 1.183 -0.015
S: -0.925 -1.503 -1.670
S: 0.135 -3.460 2.571
P: 0.389 -3.271 -1.340
Si: -5.135 -2.583 0.102
O: -0.662 -4.460 -1.163
O: -1.174 -0.164 1.586
O: -4.615 2.257 1.202
O: -7.028 4.039 -4.116
O: 0.791 -3.525 -2.930
O: -2.697 1.540 -0.414
O: -5.437 3.801 -5.534
O: -1.341 1.854 -4.319
O: -0.281 3.069 -0.111
O: -0.847 1.169 -2.293
O: -6.544 2.532 0.303
N: 0.875 0.898 0.537
N: -5.885 3.688 -4.400
N: -5.312 2.422 0.214
N: -1.673 1.727 -3.111
C: -1.009 0.048 4.571
C: 5.432 3.070 2.246
C: 1.359 -2.233 3.304
C: 2.507 -1.870 2.472
C: -3.388 2.043 -1.335
C: -2.183 -4.437 -3.135
C: -5.341 -2.794 1.965
C: -2.409 -1.858 3.727
C: 5.289 3.269 0.728
C: 0.010 -1.670 3.039
C: 0.319 5.111 -2.289
C: 1.029 5.517 -0.986
C: 1.114 -0.232 1.302
C: 3.091 2.046 0.627
C: 0.757 -1.742 -4.592
C: -5.607 -4.238 -0.710
C: -5.545 3.013 -2.100
C: 1.751 4.297 -0.412
C: 2.347 -0.922 1.513
C: -4.733 2.505 -1.087
C: -1.007 -1.439 4.191
C: -1.479 -5.238 -2.051
C: -2.928 2.156 -2.711
C: 3.124 4.293 -0.194
C: 3.804 3.207 0.363
C: -2.337 -1.937 -0.875
C: -0.062 -0.689 1.913
C: -0.650 -2.258 5.438
C: 1.724 1.957 0.353
C: -0.012 6.027 0.026
C: 3.964 -3.283 3.995
C: -0.630 -6.364 -2.630
C: 2.552 -1.787 -2.848
C: -5.050 3.133 -3.383
C: 1.018 3.130 -0.090
C: 5.026 -1.907 2.219
C: 3.775 -2.713 2.583
C: -3.409 -2.228 -0.388
C: 1.984 6.673 -1.295
C: 5.932 4.612 0.370
C: 6.066 2.168 -0.008
C: -3.753 2.715 -3.694
C: 3.643 -3.901 1.612
C: 1.615 -2.638 -3.700
C: -6.216 -1.206 -0.593
H: 3.137 -1.135 -3.496
H: 2.736 6.385 -2.033
H: -5.937 -0.996 -1.627
H: 3.597 1.200 1.070
H: -2.787 -3.648 -2.692
H: -0.157 -6.918 -1.818
H: -0.753 5.254 0.215
H: 5.432 5.438 0.878
H: -2.835 -5.104 -3.702
H: 3.580 -3.540 0.587
H: -2.709 -1.278 2.857
H: -6.620 -4.551 -0.443
H: -0.347 4.272 -2.102
H: 0.249 -1.876 5.927
H: -0.010 0.370 4.877
H: -0.017 -2.327 -5.091
H: 1.047 4.811 -3.046
H: -3.379 2.819 -4.697
H: -2.412 -2.914 3.451
H: 2.208 -3.308 -4.335
H: -1.698 0.217 5.402
H: 5.677 1.179 0.236
H: -1.453 -3.994 -3.810
H: 2.729 -4.458 1.823
H: -1.472 -2.194 6.153
H: 3.167 -0.687 0.846
H: 1.973 -1.158 -2.165
H: -6.551 3.314 -1.863
H: -3.136 -1.704 4.530
H: 5.068 2.087 2.548
H: -4.590 -3.484 2.356
H: -7.278 -1.459 -0.573
H: -4.922 -5.029 -0.395
H: 5.981 2.310 -1.087
H: 3.972 -2.491 4.748
H: 5.090 -0.993 2.813
H: 0.149 -5.940 -3.263
H: 0.472 6.286 0.972
H: 1.410 7.507 -1.707
H: -5.213 -1.838 2.475
H: 0.270 -0.963 -4.006
H: 5.030 -1.631 1.163
H: -5.556 -4.166 -1.799
H: -6.329 -3.187 2.217
H: 3.230 -2.412 -2.267
H: 6.479 3.162 2.555
H: 4.501 -4.576 1.694
H: 2.489 7.023 -0.391
H: -2.234 -5.665 -1.384
H: 1.566 -2.536 4.321
H: -0.518 6.915 -0.366
H: -0.502 -3.308 5.183
H: 4.846 3.823 2.775
H: -0.273 5.943 -2.682
H: 3.685 5.179 -0.451
H: 5.923 -2.503 2.408
H: 3.173 -3.994 4.238
H: -1.246 -7.046 -3.218
H: -6.086 -0.281 -0.027
H: 7.126 2.199 0.264
H: 1.386 -1.266 -5.346
H: 5.898 4.789 -0.706
H: 6.980 4.609 0.680
H: 4.919 -3.812 4.048
H: -1.334 0.657 3.730

***

2.
C45H69BrN3O8SSiW | the ωB97M-V functional and the def2-TZVPD basis

## Properties
ΔE to the lowest compared entry with this formula, charge and spin (kcal/mol): 60.81
Total charge: +1
HOMO level (eV): -10.6395
Lowest unoccupied orbital energy (eV): -3.8

Element x y z (Å)
W: -0.033 -0.147 0.365
Br: 0.691 -2.758 0.597
S: -2.420 1.520 -0.765
Si: 2.554 -5.020 0.314
O: 3.086 -1.005 -1.969
O: 1.821 -0.262 -0.283
O: -2.081 2.323 -1.953
O: -0.369 -0.884 -1.390
O: 0.633 -1.898 -3.122
O: 0.202 1.482 1.469
O: 1.701 -0.277 2.309
O: 1.567 3.211 1.813
N: 1.105 1.143 -3.127
N: 0.346 1.730 -1.035
N: 1.340 3.381 -2.337
C: -5.146 1.240 -1.430
C: -3.701 -0.672 -1.721
C: -2.831 4.059 0.168
C: 5.413 -5.019 0.511
C: -0.046 0.881 -3.981
C: 2.010 -0.805 -1.451
C: 2.656 -7.410 1.884
C: 4.218 -4.123 0.875
C: 0.375 -6.759 1.083
C: -1.547 -0.605 1.555
C: -3.184 -0.849 3.490
C: -4.386 -4.612 0.519
C: -2.878 -2.671 1.852
C: 1.288 2.035 1.911
C: 1.392 -5.546 2.953
C: 2.379 1.066 -3.820
C: -3.933 -2.315 1.014
C: 0.678 -1.240 -2.109
C: 1.710 -6.228 1.618
C: -3.971 2.344 1.416
C: 2.345 -5.481 -1.583
C: 3.178 -4.564 -2.488
C: 0.889 -5.383 -2.058
C: -1.059 -2.048 3.563
C: -3.324 -4.981 1.325
C: -3.345 5.022 1.018
C: 2.083 1.266 4.153
C: 3.644 1.209 2.138
C: -2.148 -1.555 2.591
C: 0.911 2.119 -2.148
C: -6.187 0.529 -2.006
C: 2.838 -6.924 -1.789
C: -3.915 0.626 -1.287
C: 4.404 -2.760 0.198
C: -4.684 -3.270 0.357
C: 2.216 1.033 2.648
C: -4.174 4.648 2.063
C: -4.491 3.313 2.259
C: 1.259 4.364 -1.272
C: 1.597 3.968 -3.637
C: -3.153 2.728 0.368
C: -4.738 -1.369 -2.319
C: -5.978 -0.764 -2.462
C: -2.578 -4.020 1.988
C: 4.257 -3.877 2.391
H: -5.505 -2.965 -0.278
H: 2.227 -7.640 -1.249
H: -2.723 -0.001 3.993
H: 6.328 -4.563 0.882
H: 4.413 -2.824 -0.883
H: -1.504 -2.640 4.360
H: 2.275 2.314 4.364
H: -0.302 -2.650 3.078
H: -4.221 1.306 1.568
H: -0.096 -7.367 1.852
H: 3.866 2.272 2.068
H: 2.782 -7.167 -2.848
H: 2.858 -3.530 -2.413
H: 5.320 -6.006 0.957
H: 1.263 3.317 -4.433
H: 0.707 -4.722 2.789
H: 0.125 2.539 -0.454
H: -3.083 -6.028 1.445
H: 0.842 -5.680 -3.103
H: 3.614 -2.072 0.485
H: 2.659 4.188 -3.769
H: 2.592 0.011 -4.003
H: -0.960 1.055 -3.416
H: -4.988 -5.364 0.033
H: 4.328 -4.811 2.939
H: 1.037 4.901 -3.724
H: 1.961 5.165 -1.488
H: -4.177 -1.272 0.874
H: -0.286 -5.930 0.850
H: 2.868 -7.970 0.979
H: -2.207 4.332 -0.670
H: 2.370 -0.933 2.570
H: 0.502 -7.383 0.205
H: -2.159 0.331 1.579
H: -3.546 -1.544 4.245
H: 5.355 -2.331 0.506
H: -1.759 -4.336 2.615
H: 0.916 -6.269 3.610
H: -0.578 -1.177 4.008
H: 5.139 -3.286 2.632
H: 3.376 -3.333 2.719
H: -6.778 -1.300 -2.949
H: 3.599 -7.078 2.307
H: 3.038 -4.870 -3.523
H: -0.016 -0.153 -4.326
H: -4.046 -0.497 2.928
H: -7.157 0.993 -2.111
H: 4.363 0.744 2.809
H: 2.392 1.586 -4.781
H: 0.524 -4.364 -1.987
H: -4.594 5.397 2.715
H: 2.796 0.653 4.703
H: 2.277 -5.182 3.456
H: -3.098 6.062 0.865
H: -0.051 1.541 -4.856
H: 2.187 -8.084 2.597
H: 3.168 1.461 -3.184
H: -4.574 -2.376 -2.670
H: -5.291 2.260 -1.111
H: 1.525 3.947 -0.303
H: 1.073 1.017 4.477
H: -2.723 -1.125 -1.595
H: 5.509 -5.141 -0.563
H: 3.870 -7.043 -1.469
H: 4.239 -4.634 -2.269
H: -5.153 3.025 3.061
H: 0.225 -6.028 -1.497
H: 0.253 4.789 -1.216
H: 3.739 0.769 1.145

***

3.
C45H70Br2ClN3O6P2S | the ωB97M-V functional and the def2-TZVPD basis

## Properties
ΔE to the lowest compared entry with this formula, charge and spin (kcal/mol): 0.00
Total charge: 0
HOMO level (eV): -8.3808
Lowest unoccupied orbital energy (eV): -0.1

Element x y z (Å)
Br: -0.982 1.172 1.868
Br: -1.488 5.679 1.322
Cl: -0.126 6.099 -2.040
S: -0.373 0.991 -3.396
P: 3.697 -2.617 -2.434
P: 5.024 -0.436 -0.247
O: -0.040 4.205 -3.859
O: 6.030 -1.312 -1.167
O: 3.252 2.001 -0.014
O: 2.892 0.450 2.771
O: 4.672 -1.276 1.081
O: 0.201 -5.309 -3.399
N: 0.937 2.642 -1.234
N: 5.784 0.871 0.126
N: 3.943 -3.400 -1.092
C: -3.331 2.562 -1.177
C: -5.648 -0.952 -0.242
C: 1.076 -1.637 -3.765
C: -6.877 1.209 3.335
C: 0.407 4.583 -2.808
C: 2.752 1.087 -0.884
C: -3.414 1.084 -3.206
C: 0.503 -4.072 -4.026
C: 3.367 0.100 4.081
C: 0.455 -2.891 -3.048
C: -5.442 1.709 3.472
C: -1.435 3.503 3.370
C: 10.489 -6.097 -2.652
C: -4.843 2.656 -1.093
C: -8.546 3.780 3.935
C: 1.473 3.766 -2.054
C: 1.567 1.391 -1.567
C: -5.563 1.315 -0.926
C: -9.967 3.234 4.043
C: -1.265 1.885 -2.145
C: 3.436 -0.105 -1.135
C: 10.098 -5.951 -1.185
C: -7.587 0.086 -1.161
C: -1.232 3.235 -0.222
C: 7.438 -3.653 0.148
C: -7.688 1.980 2.296
C: 2.877 -1.000 -2.064
C: 7.670 -3.994 -1.321
C: 8.648 -6.344 -0.903
C: -6.879 1.256 -1.321
C: -0.507 3.045 2.222
C: -7.716 -2.322 -0.369
C: -0.510 2.578 -1.210
C: -7.879 3.468 2.596
C: 2.494 2.172 1.195
C: -4.926 0.216 -0.396
C: -2.637 1.860 -2.149
C: 7.596 -5.492 -1.614
C: -6.971 -1.013 -0.605
C: 2.359 0.617 5.147
C: -0.586 3.991 0.925
C: 1.714 -0.698 -2.751
C: 1.090 0.509 -2.502
C: 3.271 1.768 2.444
C: -2.605 3.229 -0.224
H: 9.899 -5.442 -3.295
H: 10.752 -6.590 -0.584
H: -10.600 3.641 3.252
H: -5.404 2.746 3.813
H: -5.133 -1.812 0.179
H: 7.673 -5.644 -2.694
H: -8.477 3.910 1.791
H: -8.629 0.019 -1.463
H: 2.260 3.241 1.255
H: 7.468 -2.575 0.298
H: 8.501 -7.389 -1.193
H: 2.872 -3.389 -3.266
H: 8.205 -4.097 0.786
H: -7.015 -3.152 -0.266
H: -8.387 -2.504 -1.214
H: 6.461 -4.012 0.482
H: -2.464 3.640 3.033
H: -0.554 -2.680 -2.686
H: -10.409 3.511 5.001
H: 1.634 1.253 4.630
H: 11.539 -5.837 -2.794
H: 1.823 -0.230 5.576
H: -3.143 3.779 0.542
H: 3.435 -0.990 4.082
H: -3.761 0.129 -2.803
H: -1.026 4.351 3.922
H: 0.448 4.251 0.699
H: 6.911 -3.488 -1.922
H: 1.476 -4.111 -4.533
H: 1.559 1.623 1.090
H: -6.853 0.156 3.041
H: 2.004 4.457 -1.380
H: 2.243 3.384 -2.730
H: -6.910 3.976 2.560
H: -7.377 2.122 -1.750
H: 5.872 -1.184 -2.111
H: -7.372 1.243 4.310
H: -4.916 1.641 2.515
H: 2.889 1.217 5.891
H: -0.259 -3.927 -4.807
H: -9.988 2.146 3.973
H: -3.879 0.324 -0.124
H: 10.286 -4.926 -0.855
H: -7.942 3.394 4.760
H: -8.666 1.502 2.186
H: 6.604 -5.859 -1.329
H: -4.897 1.103 4.198
H: 4.349 0.578 4.203
H: 5.385 -1.078 1.704
H: -5.117 3.325 -0.271
H: 4.937 -3.565 -0.971
H: -8.579 4.865 4.061
H: 0.497 3.062 2.642
H: -2.775 0.935 -4.079
H: -1.462 2.664 4.079
H: 1.116 -3.129 -2.203
H: -7.197 1.884 1.322
H: 0.071 -5.179 -2.456
H: 8.633 -3.588 -1.644
H: 3.013 2.493 3.235
H: 4.882 -2.357 -3.168
H: 10.350 -7.126 -2.991
H: 8.478 -6.308 0.177
H: 0.246 -1.160 -4.288
H: 4.341 1.831 2.202
H: -5.175 3.092 -2.046
H: -8.288 -2.212 0.559
H: -4.283 1.674 -3.511
H: 1.784 -1.978 -4.526
H: 5.886 0.943 1.131

***

no.,E (eV)
1,-149423.372
2,-159211.200
3,-246575.394